Density functional theory data (wB97M-V/def2-TZVPD) for C47H49ClCrNO3P2S4 as an isolated structure in a non-equilibrium geometry.

The energy relative to the best compared isomer or geometry (same formula, charge and spin) is 0.963 eV. As for the total charge: +2. For the energy, the calculation gives -5880.57015 hartree. Its expectation value of S² is 3.831. As for the multiplicity: 4.

Cartesian coordinates (Å):
Cr: 0.000 -0.260 -0.088
O: 2.438 2.483 1.919
S: 2.332 1.320 1.099
O: 2.466 1.503 -0.330
O: 1.047 0.555 1.370
C: 3.572 0.129 1.496
C: 4.695 0.473 2.224
C: 5.712 -0.458 2.375
C: 5.610 -1.702 1.766
C: 4.483 -2.036 1.031
C: 3.437 -1.124 0.904
P: 1.951 -1.690 -0.009
C: 1.450 -3.177 0.914
C: 1.863 -3.399 2.227
C: 1.423 -4.521 2.912
C: 0.574 -5.429 2.295
C: 0.135 -5.198 0.999
C: 0.557 -4.069 0.316
C: 2.724 -2.258 -1.554
C: 3.392 -1.270 -2.283
C: 4.078 -1.610 -3.436
C: 4.093 -2.928 -3.876
C: 3.433 -3.909 -3.150
C: 2.752 -3.580 -1.986
H: 4.756 1.463 2.658
H: 6.591 -0.206 2.951
H: 6.410 -2.422 1.874
H: 4.416 -3.008 0.558
H: 2.534 -2.703 2.711
H: 1.761 -4.691 3.926
H: 0.259 -6.318 2.826
H: -0.531 -5.901 0.515
H: 0.195 -3.890 -0.691
H: 3.384 -0.249 -1.914
H: 4.624 -0.854 -3.986
H: 4.631 -3.191 -4.776
H: 3.461 -4.939 -3.480
H: 2.265 -4.357 -1.412
Cl: -0.956 -1.265 1.776
C: -2.097 -2.489 1.284
C: -2.616 -3.322 2.256
C: -3.478 -4.338 1.876
C: -3.792 -4.518 0.536
C: -3.267 -3.669 -0.426
C: -2.427 -2.620 -0.062
P: -1.724 -1.430 -1.265
C: -1.655 -2.370 -2.817
C: -0.459 -2.973 -3.201
C: -0.427 -3.807 -4.307
C: -1.583 -4.028 -5.041
C: -2.764 -3.385 -4.693
C: -2.806 -2.555 -3.585
C: -3.084 -0.259 -1.572
C: -4.310 -0.329 -0.922
C: -5.287 0.621 -1.193
C: -5.047 1.623 -2.120
C: -3.822 1.691 -2.774
C: -2.839 0.760 -2.495
H: -2.336 -3.185 3.293
H: -3.880 -5.004 2.627
H: -4.452 -5.321 0.238
H: -3.506 -3.824 -1.469
H: 0.448 -2.779 -2.641
H: 0.499 -4.288 -4.594
H: -1.565 -4.700 -5.888
H: -3.659 -3.534 -5.282
H: -3.726 -2.051 -3.319
H: -4.512 -1.130 -0.222
H: -6.238 0.573 -0.679
H: -5.815 2.350 -2.347
H: -3.641 2.475 -3.498
H: -1.879 0.810 -2.995
C: -1.671 4.660 0.470
C: -2.263 3.392 -0.137
S: -1.656 1.865 0.672
C: -3.041 1.401 1.793
C: -2.865 1.750 3.281
S: -1.171 1.598 3.930
C: -0.733 3.331 4.269
C: -0.457 4.201 3.044
S: -1.986 4.830 2.258
H: -2.160 5.523 0.018
H: -0.598 4.735 0.295
H: -1.991 3.306 -1.191
H: -3.348 3.397 -0.058
H: -3.188 0.332 1.647
H: -3.926 1.908 1.410
H: -3.489 1.089 3.882
H: -3.168 2.775 3.456
H: 0.185 3.254 4.853
H: -1.511 3.764 4.897
H: 0.129 3.660 2.311
H: 0.107 5.079 3.360
C: 1.135 0.666 -5.075
C: 1.267 1.684 -3.928
C: 0.308 2.874 -4.137
C: 2.713 2.201 -3.796
C: 0.871 1.024 -2.698
N: 0.476 0.503 -1.756
H: 1.388 1.157 -6.014
H: 0.116 0.280 -5.142
H: 1.811 -0.176 -4.929
H: 0.558 3.357 -5.080
H: 0.418 3.599 -3.331
H: -0.731 2.544 -4.185
H: 2.910 2.905 -4.602
H: 3.431 1.385 -3.871
H: 2.863 2.696 -2.839